A 3-piece molecular cluster, C19H16N3O8S overall. Source: OMol25; level of theory: ωB97M-V with the def2-TZVPD basis set.

Each atom is followed by the atoms it is bonded to, with distances in Å.
Atoms and positions in Å:
1 C -0.037 3.540 -0.277  C2 1.526, H12 1.101, H13 1.103, H14 1.101
2 C -0.094 2.187 0.428  C1 1.526, C3 1.356, C10 1.439
3 C 0.233 2.052 1.737  C2 1.356, N4 1.355, H15 1.092
4 N 0.163 0.862 2.382  C3 1.355, C5 1.341, H16 1.015
5 C -0.245 -0.233 1.725  N4 1.341, N6 1.455, C9 1.381
6 N -0.281 -1.500 2.440  C5 1.455, C7 1.243
7 C 0.840 -1.990 2.221  N6 1.243, S8 1.546
8 S 2.254 -2.542 1.929  C7 1.546
9 C -0.591 -0.205 0.387  C5 1.381, C10 1.422, H17 1.091
10 C -0.509 1.028 -0.317  C2 1.439, C9 1.422, N11 1.376
11 N -0.829 1.037 -1.655  C10 1.376, H18 1.022, H19 1.017
12 H 0.591 4.237 0.298  C1 1.101
13 H -1.073 3.913 -0.335  C1 1.103
14 H 0.424 3.476 -1.275  C1 1.101
15 H 0.567 2.896 2.344  C3 1.092
16 H 0.427 0.754 3.356  N4 1.015
17 H -0.900 -1.088 -0.175  C9 1.091
18 H -0.188 0.410 -2.147  N11 1.022
19 H -0.668 1.950 -2.075  N11 1.017
20 C 4.919 1.855 -0.557  C21 1.334, C26 1.463, H30 1.081
21 C 3.638 1.647 -0.865  C20 1.334, C22 1.496, O29 1.345
22 C 3.183 1.482 -2.281  C21 1.496, O23 1.225, C24 1.448
23 O 1.994 1.275 -2.490  C22 1.225
24 C 4.169 1.579 -3.337  C22 1.448, C25 1.343, H31 1.081
25 C 5.461 1.791 -3.038  C24 1.343, C26 1.501, O28 1.326
26 C 5.924 1.931 -1.617  C20 1.463, C25 1.501, O27 1.211
27 O 7.103 2.103 -1.397  C26 1.211
28 O 6.392 1.888 -3.978  C25 1.326, H32 0.977
29 O 2.675 1.572 0.071  C21 1.345, H33 0.972
30 H 5.259 1.974 0.462  C20 1.081
31 H 3.822 1.474 -4.356  C24 1.081
32 H 7.236 2.038 -3.507  O28 0.977
33 H 1.851 1.416 -0.421  O29 0.972
34 C -5.759 -3.782 0.608  C35 1.342, C40 1.458, H44 1.081
35 C -5.786 -3.347 1.877  C34 1.342, C36 1.500, O43 1.333
36 C -4.573 -2.747 2.526  C35 1.500, O37 1.214, C38 1.459
37 O -4.649 -2.342 3.669  C36 1.214
38 C -3.347 -2.681 1.738  C36 1.459, C39 1.326, H45 1.077
39 C -3.322 -3.118 0.487  C38 1.326, C40 1.495, O42 1.344
40 C -4.534 -3.686 -0.178  C34 1.458, C39 1.495, O41 1.216
41 O -4.451 -4.050 -1.335  C40 1.216
42 O -2.192 -3.061 -0.240  C39 1.344, H46 0.978
43 O -6.887 -3.418 2.626  C35 1.333, H47 0.976
44 H -6.627 -4.212 0.127  C34 1.081
45 H -2.471 -2.260 2.203  C38 1.077
46 H -2.437 -3.415 -1.118  O42 0.978
47 H -6.647 -3.040 3.493  O43 0.976

Output
HOMO (eV): -11.73
Largest force on an atom (eV Å⁻¹): 1.96
Net charge: +1
DFT total energy (eV): -51640.59950
LUMO (eV): -4.1936

Quick look at the Löwdin charges, all values in e: -0.0088, -0.2057, 0.0001, 0.1722, -0.2605, 0.1120, -0.7422, 0.8889, 0.0882, -0.2271, 0.1659, 0.0985, 0.1082, 0.0853, 0.1621, 0.1917, 0.1277, 0.1156, 0.0940, 0.0897, -0.2183, -0.2989, 0.0737, 0.0810, -0.2241, -0.3017, 0.1428, 0.1397, 0.0795, 0.1407, 0.1411, 0.1316, 0.0650, 0.0836, -0.2317, -0.3060, 0.1214, 0.0675, -0.2314, -0.3145, 0.1196, 0.0752, 0.1228, 0.1405, 0.0972, 0.1239, 0.1240